1.
C20H17BiClN3O5S3 | ωB97M-V/def2-TZVPD

Geometry (Å):
Bi (-1.038, -0.639, -0.092)
O (2.784, -4.601, 1.836)
C (2.979, -4.472, 0.511)
C (3.963, -5.272, -0.069)
C (4.238, -5.172, -1.416)
C (3.539, -4.276, -2.223)
C (2.547, -3.500, -1.661)
C (2.249, -3.583, -0.298)
C (1.161, -2.744, 0.239)
O (0.404, -2.139, -0.639)
N (1.016, -2.659, 1.533)
N (-0.032, -1.821, 1.885)
C (-0.437, -1.924, 3.092)
S (-1.739, -0.907, 3.682)
C (-1.391, -1.242, 5.426)
C (-0.971, -2.694, 5.530)
S (0.277, -3.019, 4.253)
H (2.126, -3.924, 2.104)
H (4.506, -5.956, 0.571)
H (5.013, -5.795, -1.846)
H (3.765, -4.192, -3.277)
H (1.979, -2.807, -2.266)
H (-2.302, -1.040, 5.987)
H (-0.600, -0.573, 5.760)
H (-1.818, -3.360, 5.373)
H (-0.517, -2.911, 6.496)
S (2.993, 1.821, 0.582)
C (1.533, 1.219, 0.458)
N (0.438, 0.774, 0.375)
C (-2.492, 5.452, -3.622)
C (-1.170, 5.003, -3.067)
C (-0.286, 5.891, -2.479)
C (0.927, 5.451, -1.965)
Cl (2.009, 6.599, -1.223)
C (1.280, 4.121, -2.032)
C (0.407, 3.215, -2.624)
C (-0.805, 3.654, -3.132)
O (-1.723, 2.830, -3.724)
C (-1.414, 1.466, -3.758)
C (-1.397, 0.830, -2.386)
O (-2.015, 1.317, -1.431)
O (-0.732, -0.271, -2.279)
H (-2.621, 6.524, -3.483)
H (-3.317, 4.931, -3.134)
H (-2.563, 5.228, -4.688)
H (-0.547, 6.940, -2.414)
H (2.222, 3.783, -1.621)
H (0.696, 2.172, -2.666)
H (-0.465, 1.263, -4.257)
H (-2.213, 0.984, -4.324)

## Properties
HOMO energy, eV: -8.2417
LUMO, Ha: -0.0097
Net charge: 0
HOMO-LUMO gap, eV: 7.979

Mulliken atomic charge list, values in e, 6 entries:
1 Bi 1.523
2 O -0.660
3 C 0.319
4 C -0.723
5 C -0.299
6 C -0.788

=====

2.
C9H9N5PdS2 | ωB97M-V/def2-TZVPD

Geometry (Å):
Pd (0.039, -0.281, -0.035)
C (-1.205, 3.480, -1.503)
C (-1.149, 2.126, -0.875)
N (0.056, 1.578, -0.567)
N (1.175, 2.278, -0.771)
C (2.290, 1.657, -0.544)
N (3.488, 2.286, -0.694)
S (2.334, -0.060, -0.103)
C (-2.272, 1.350, -0.536)
C (-3.612, 1.818, -0.561)
C (-4.629, 1.019, -0.124)
C (-4.337, -0.284, 0.326)
C (-3.024, -0.705, 0.322)
N (-2.011, 0.059, -0.088)
H (-0.272, 3.665, -2.033)
H (-1.319, 4.259, -0.748)
H (-2.031, 3.544, -2.206)
H (3.473, 3.294, -0.677)
H (4.282, 1.837, -0.268)
H (-3.805, 2.825, -0.892)
H (-5.647, 1.380, -0.112)
H (-5.122, -0.933, 0.680)
H (-2.768, -1.703, 0.660)
S (0.029, -4.915, 0.067)
C (0.019, -3.339, 0.242)
N (-0.042, -2.177, 0.414)

## Properties
HOMO energy, eV: -7.6427
LUMO, Ha: -0.0576
Net charge: 0
HOMO-LUMO gap, eV: 6.076

Mulliken atomic charge list, values in e, 6 entries:
1 Pd 0.779
2 C -1.393
3 C 0.372
4 N 0.529
5 N -1.146
6 C 0.570

=====

3.
C33H49ClN7O5PS2Ti | ωB97M-V/def2-TZVPD

Geometry (Å):
Ti (0.030, 0.661, 0.048)
N (1.204, -0.470, 1.285)
C (2.682, -0.651, 1.401)
C (3.416, 0.630, 1.723)
C (3.332, 1.609, 0.578)
N (1.918, 1.976, 0.312)
H (0.881, -0.105, 2.204)
H (0.844, -1.463, 1.266)
H (3.050, -1.070, 0.461)
H (2.865, -1.386, 2.187)
H (4.462, 0.394, 1.919)
H (3.004, 1.073, 2.629)
H (3.741, 1.166, -0.327)
H (3.912, 2.506, 0.798)
H (1.884, 2.590, -0.499)
H (1.594, 2.542, 1.100)
C (-0.451, -6.233, 1.568)
C (-1.249, -5.050, 1.187)
N (-2.527, -4.993, 0.986)
N (-2.785, -3.689, 0.716)
C (-1.699, -2.923, 0.743)
S (-1.753, -1.213, 0.487)
N (-0.703, -3.782, 1.023)
N (0.603, -3.397, 1.275)
H (-1.102, -7.099, 1.649)
H (0.028, -6.038, 2.530)
H (0.325, -6.439, 0.828)
H (-3.739, -3.387, 0.592)
H (0.742, -3.602, 2.350)
H (1.222, -4.031, 0.775)
Cl (-4.154, 7.286, 2.512)
C (-3.344, 5.928, 1.876)
C (-3.877, 4.653, 2.077)
C (-3.208, 3.556, 1.587)
C (-2.013, 3.728, 0.873)
C (-1.498, 5.013, 0.652)
C (-2.155, 6.107, 1.165)
C (-1.290, 2.578, 0.424)
O (-1.504, 1.384, 0.903)
O (-0.353, 2.594, -0.445)
H (-4.805, 4.539, 2.619)
H (-3.604, 2.560, 1.737)
H (-0.574, 5.137, 0.103)
H (-1.762, 7.106, 1.030)
N (0.605, 2.383, 4.038)
C (0.625, 1.016, 4.389)
C (1.776, 0.453, 4.942)
C (1.860, -0.917, 5.145)
C (0.788, -1.734, 4.812)
C (-0.380, -1.178, 4.309)
C (-0.464, 0.194, 4.094)
S (0.935, -3.515, 5.022)
O (0.564, -4.062, 3.675)
O (2.329, -3.737, 5.303)
O (-0.050, -3.866, 6.001)
H (1.207, 2.949, 4.621)
H (-0.329, 2.771, 4.035)
H (2.595, 1.098, 5.245)
H (2.743, -1.370, 5.577)
H (-1.232, -1.821, 4.120)
H (-1.385, 0.635, 3.726)
C (0.679, -2.361, -2.065)
C (-0.319, -1.662, -2.999)
C (0.175, -1.815, -4.439)
C (-1.702, -2.314, -2.852)
P (-0.357, 0.170, -2.475)
C (1.217, 0.738, -3.195)
C (1.383, 1.293, -4.463)
C (2.656, 1.534, -4.958)
C (3.779, 1.205, -4.212)
C (3.630, 0.656, -2.947)
C (2.357, 0.439, -2.443)
C (-1.815, 1.092, -3.259)
C (-1.507, 2.597, -3.283)
C (-2.132, 0.628, -4.683)
C (-3.037, 0.846, -2.358)
H (0.572, -3.443, -2.174)
H (0.504, -2.113, -1.018)
H (1.708, -2.109, -2.322)
H (0.103, -2.871, -4.710)
H (1.216, -1.514, -4.548)
H (-0.421, -1.253, -5.154)
H (-1.584, -3.399, -2.902)
H (-2.372, -2.031, -3.660)
H (-2.178, -2.070, -1.907)
H (0.533, 1.533, -5.083)
H (2.772, 1.963, -5.944)
H (4.768, 1.367, -4.619)
H (4.504, 0.384, -2.369)
H (2.236, -0.012, -1.460)
H (-0.576, 2.833, -3.794)
H (-1.461, 3.021, -2.287)
H (-2.315, 3.099, -3.819)
H (-1.315, 0.798, -5.381)
H (-2.984, 1.213, -5.037)
H (-2.421, -0.417, -4.733)
H (-2.817, 1.008, -1.302)
H (-3.426, -0.165, -2.468)
H (-3.830, 1.541, -2.640)

## Properties
HOMO energy, eV: -12.8210
LUMO, Ha: -0.2844
Net charge: +2
HOMO-LUMO gap, eV: 5.082

Mulliken atomic charge list, values in e, 6 entries:
1 Ti -0.621
2 N 1.876
3 C -0.843
4 C -0.675
5 C -0.463
6 N -0.434

=====

4.
C44H60N7O4PSc | ωB97M-V/def2-TZVPD

Geometry (Å):
Sc (0.640, -0.301, 0.077)
C (-7.477, 0.784, 3.393)
O (-6.191, 1.334, 3.626)
C (-5.751, 2.290, 2.763)
C (-4.581, 2.950, 3.136)
C (-4.032, 3.916, 2.319)
C (-4.660, 4.248, 1.116)
C (-5.854, 3.635, 0.777)
C (-6.393, 2.636, 1.580)
N (-4.216, 5.340, 0.293)
N (-3.041, 5.456, -0.078)
C (-2.071, 4.432, 0.180)
C (-0.953, 4.741, 0.903)
C (0.028, 3.780, 1.215)
C (-0.097, 2.483, 0.766)
O (0.748, 1.495, 0.997)
C (-1.188, 2.201, -0.110)
N (-1.171, 0.956, -0.672)
C (-2.109, 0.634, -1.538)
C (-3.145, 1.511, -1.890)
C (-3.186, 2.759, -1.324)
C (-2.187, 3.147, -0.408)
H (-7.666, 0.099, 4.214)
H (-7.515, 0.235, 2.448)
H (-8.244, 1.561, 3.387)
H (-4.137, 2.713, 4.095)
H (-3.141, 4.442, 2.628)
H (-6.372, 3.947, -0.121)
H (-7.322, 2.169, 1.289)
H (-0.841, 5.752, 1.276)
H (0.881, 4.054, 1.821)
H (-2.044, -0.356, -1.978)
H (-3.887, 1.201, -2.611)
H (-3.963, 3.460, -1.600)
C (5.223, -0.993, -6.142)
C (4.255, -1.407, -5.075)
C (2.929, -0.981, -5.104)
C (2.038, -1.292, -4.098)
C (0.631, -0.775, -4.217)
C (2.489, -2.100, -3.017)
C (1.665, -2.312, -1.863)
O (0.614, -1.679, -1.623)
C (3.816, -2.590, -3.006)
C (4.397, -3.477, -1.936)
C (4.671, -2.221, -4.031)
H (4.730, -0.437, -6.937)
H (5.716, -1.862, -6.579)
H (6.001, -0.359, -5.712)
H (2.590, -0.375, -5.937)
H (0.455, -0.429, -5.235)
H (0.464, 0.064, -3.538)
H (-0.106, -1.538, -3.972)
H (1.978, -3.056, -1.129)
H (3.772, -3.616, -1.063)
H (5.343, -3.055, -1.594)
H (4.614, -4.461, -2.357)
H (5.698, -2.569, -4.007)
C (6.804, 0.957, -2.160)
C (5.308, 0.948, -1.992)
C (4.501, 1.719, -2.820)
C (3.122, 1.703, -2.658)
C (2.226, 2.476, -3.586)
C (2.570, 0.917, -1.657)
C (3.351, 0.151, -0.765)
C (4.735, 0.177, -0.990)
N (2.704, -0.585, 0.224)
C (3.366, -0.844, 1.520)
C (2.243, -1.158, 2.514)
C (4.285, -2.073, 1.489)
C (4.103, 0.390, 2.051)
H (7.089, 1.294, -3.156)
H (7.224, -0.037, -1.999)
H (7.272, 1.630, -1.439)
H (4.948, 2.331, -3.595)
H (2.715, 3.383, -3.940)
H (1.294, 2.762, -3.097)
H (1.974, 1.875, -4.465)
H (1.477, 0.971, -1.619)
H (5.392, -0.411, -0.366)
H (1.632, -1.986, 2.150)
H (1.609, -0.281, 2.684)
H (2.653, -1.455, 3.481)
H (3.704, -2.966, 1.244)
H (4.742, -2.226, 2.469)
H (5.085, -1.983, 0.758)
H (3.450, 1.262, 1.977)
H (5.021, 0.604, 1.508)
H (4.365, 0.237, 3.100)
C (-0.714, -4.113, 2.775)
N (-1.911, -3.426, 2.303)
C (-3.147, -4.167, 2.506)
P (-1.866, -1.824, 1.957)
O (-0.628, -1.537, 1.135)
N (-3.226, -1.494, 1.107)
C (-3.495, -2.222, -0.124)
C (-4.338, -0.705, 1.613)
N (-1.850, -0.941, 3.337)
C (-1.494, 0.473, 3.347)
C (-2.555, -1.378, 4.535)
H (-0.673, -5.111, 2.336)
H (-0.712, -4.212, 3.864)
H (0.173, -3.566, 2.470)
H (-3.256, -4.469, 3.552)
H (-3.146, -5.070, 1.891)
H (-4.008, -3.559, 2.236)
H (-2.574, -2.655, -0.515)
H (-3.904, -1.538, -0.870)
H (-4.219, -3.029, 0.030)
H (-4.049, -0.133, 2.490)
H (-5.189, -1.341, 1.878)
H (-4.659, 0.004, 0.845)
H (-0.929, 0.736, 2.460)
H (-0.868, 0.681, 4.217)
H (-2.386, 1.109, 3.396)
H (-2.735, -2.450, 4.503)
H (-3.515, -0.864, 4.651)
H (-1.942, -1.162, 5.412)

## Properties
HOMO energy, eV: -9.3727
LUMO, Ha: -0.0990
Net charge: +1
HOMO-LUMO gap, eV: 6.679

Mulliken atomic charge list, values in e, 6 entries:
1 Sc -0.935
2 C -0.978
3 O -0.398
4 C 0.317
5 C -0.297
6 C -0.132

=====

5.
C20H20Cl2FeN4O8 | ωB97M-V/def2-TZVPD

Geometry (Å):
Fe (-0.022, -0.032, 0.061)
Cl (-3.449, 0.581, -0.923)
O (-2.211, 0.142, -0.251)
O (-3.540, -0.122, -2.167)
O (-4.542, 0.283, -0.054)
O (-3.342, 1.999, -1.142)
Cl (3.643, 0.002, 0.819)
O (4.485, 0.443, -0.249)
O (2.301, -0.258, 0.299)
O (4.120, -1.204, 1.438)
O (3.526, 1.039, 1.818)
N (-0.090, 2.055, 0.742)
C (-1.080, 2.630, 1.427)
C (-1.035, 3.925, 1.893)
C (0.122, 4.663, 1.652)
C (1.129, 4.084, 0.907)
C (0.975, 2.792, 0.434)
H (-2.041, 2.128, 1.403)
H (-1.900, 4.395, 2.337)
H (0.193, 5.696, 1.965)
H (1.992, 4.668, 0.618)
H (1.756, 2.390, -0.200)
N (0.351, 0.734, -1.970)
C (1.009, 0.071, -2.923)
C (0.959, 0.360, -4.275)
C (0.126, 1.380, -4.688)
C (-0.591, 2.087, -3.728)
C (-0.420, 1.741, -2.402)
H (1.816, -0.578, -2.593)
H (1.516, -0.279, -4.944)
H (-0.074, 1.737, -5.692)
H (-1.319, 2.839, -3.990)
H (-0.868, 2.337, -1.618)
N (0.042, -2.061, -0.696)
C (0.606, -3.008, 0.044)
C (0.556, -4.358, -0.273)
C (-0.101, -4.731, -1.424)
C (-0.605, -3.730, -2.263)
C (-0.543, -2.425, -1.838)
H (1.141, -2.744, 0.949)
H (0.954, -5.089, 0.416)
H (-0.260, -5.760, -1.719)
H (-1.021, -4.080, -3.196)
H (-1.051, -1.702, -2.466)
N (-0.324, -0.738, 2.009)
C (0.580, -0.366, 2.912)
C (0.670, -0.892, 4.196)
C (-0.181, -1.935, 4.514)
C (-1.223, -2.253, 3.642)
C (-1.216, -1.668, 2.401)
H (1.284, 0.439, 2.718)
H (1.378, -0.563, 4.941)
H (-0.143, -2.386, 5.498)
H (-2.077, -2.815, 3.993)
H (-1.963, -1.863, 1.639)

## Properties
HOMO energy (alpha / beta), eV: -9.3456 / -8.9841
LUMO (alpha / beta), Ha: 0.0010 / -0.0090
Net charge: 0
2S+1: 5
HOMO-LUMO gap (alpha / beta), eV: 9.373 / 8.739

Mulliken atomic charge list, values in e, 6 entries:
1 Fe 0.756
2 Cl 1.825
3 O -0.718
4 O -0.665
5 O -0.682
6 O -0.650

=====

6.
C22H42BBrF3N8O8P2 | ωB97M-V/def2-TZVPD

Geometry (Å):
N (0.213, -3.320, 3.069)
B (-0.498, -2.224, 3.754)
O (-0.960, -2.480, 5.103)
C (-0.818, -0.745, 3.127)
O (0.390, -0.008, 3.385)
N (-2.027, -0.187, 3.819)
C (-2.977, 0.408, 2.870)
N (-4.239, 0.687, 3.148)
Br (-5.323, 1.355, 1.761)
P (-4.938, 0.410, 4.739)
O (-5.727, -0.901, 4.673)
O (-3.822, 0.261, 5.971)
O (-6.001, 1.647, 5.207)
N (-2.243, 0.553, 1.589)
C (-1.557, 1.859, 1.805)
C (-0.246, 2.072, 0.939)
C (0.384, 3.518, 1.146)
F (1.503, 3.530, 1.959)
F (-0.543, 4.431, 1.638)
F (0.781, 3.965, -0.111)
C (-1.438, -0.682, 1.628)
P (-0.417, -1.197, 0.138)
O (-0.687, -0.316, -1.089)
O (-0.945, -2.757, -0.313)
O (1.230, -1.235, 0.454)
H (1.211, -3.331, 3.307)
H (0.075, -3.321, 2.056)
H (-0.171, -2.857, 5.546)
H (0.358, 0.206, 4.344)
H (-1.804, 0.512, 4.552)
H (-4.136, -0.318, 6.688)
H (-6.880, 1.215, 5.131)
H (-1.298, 2.104, 2.880)
H (-2.289, 2.666, 1.474)
H (-0.533, 2.006, -0.160)
H (0.575, 1.330, 1.178)
H (-2.231, -1.510, 1.674)
H (-0.134, -3.345, -0.369)
H (1.715, -1.227, -0.400)
C (2.325, 6.050, -1.657)
C (1.810, 7.295, -2.372)
C (1.484, 7.042, -3.845)
C (2.714, 6.598, -4.572)
N (3.672, 6.252, -5.136)
H (3.263, 5.696, -2.090)
H (2.516, 6.268, -0.604)
H (1.596, 5.240, -1.708)
H (2.560, 8.087, -2.289)
H (0.909, 7.651, -1.863)
H (1.108, 7.956, -4.310)
H (0.715, 6.272, -3.942)
C (1.589, -7.913, 0.586)
C (0.622, -7.499, -0.519)
C (1.078, -6.244, -1.270)
C (1.178, -5.093, -0.324)
N (1.256, -4.193, 0.419)
H (1.670, -7.144, 1.359)
H (1.240, -8.825, 1.073)
H (2.587, -8.103, 0.183)
H (-0.366, -7.331, -0.081)
H (0.522, -8.321, -1.232)
H (0.363, -5.995, -2.057)
H (2.049, -6.405, -1.736)
C (6.169, -6.208, -3.596)
C (5.380, -6.007, -4.885)
C (4.595, -4.693, -4.905)
C (3.607, -4.670, -3.781)
N (2.838, -4.652, -2.906)
H (5.511, -6.268, -2.726)
H (6.735, -7.141, -3.639)
H (6.876, -5.389, -3.437)
H (4.695, -6.849, -5.017)
H (6.071, -6.020, -5.731)
H (4.058, -4.588, -5.850)
H (5.270, -3.840, -4.802)
C (-2.505, 6.287, -0.543)
C (-3.817, 6.101, -1.298)
C (-4.750, 5.087, -0.631)
C (-4.090, 3.744, -0.569)
N (-3.576, 2.697, -0.521)
H (-1.926, 5.362, -0.509)
H (-1.886, 7.039, -1.038)
H (-2.686, 6.618, 0.483)
H (-3.595, 5.783, -2.321)
H (-4.329, 7.064, -1.364)
H (-5.678, 4.999, -1.201)
H (-5.004, 5.405, 0.383)

## Properties
HOMO energy, eV: -12.4294
LUMO, Ha: -0.1680
Net charge: +1
HOMO-LUMO gap, eV: 7.859

Mulliken atomic charge list, values in e, 6 entries:
1 N -0.539
2 B 0.467
3 O -0.536
4 C 0.245
5 O -0.519
6 N -0.251